C33H61NO27 | wB97M-V/def2-TZVPD

Each line ends with the Mulliken charge.
Atoms and positions in Å:
C1 -26.35500 1.44000 5.89600  -0.522
C2 -26.32600 2.64000 4.95800  0.551
C3 -27.47800 2.61400 3.96900  -0.543
O1 -27.90800 3.96100 4.03500  -0.346
C4 -27.15500 4.64200 4.79500  0.514
O2 -27.01400 5.90900 4.87100  -0.649
O3 -26.43900 3.85900 5.61200  -0.019
H1 -27.40000 1.20700 6.26300  0.292
H2 -25.68400 1.32400 6.74700  -0.295
H3 -26.01400 0.56000 5.25000  0.129
H4 -25.32700 2.69900 4.51500  0.280
H5 -28.31800 2.08000 4.31400  0.358
H6 -27.38600 2.22700 2.96200  0.308
C5 -22.69700 -1.76300 16.75000  -1.790
C6 -22.05800 -2.01900 15.39600  1.023
C7 -21.76000 -0.78600 14.56400  0.428
O4 -20.41900 -0.57600 14.73300  -0.293
C8 -19.88500 -1.54300 15.25300  0.669
O5 -18.66400 -1.76100 15.45200  -0.720
O6 -20.70000 -2.47500 15.64200  -0.382
H7 -22.36100 -2.41100 17.52700  0.484
H8 -23.79400 -1.85900 16.56500  0.364
H9 -22.28700 -0.84100 17.19900  0.336
H10 -22.66600 -2.74300 14.95100  0.110
H11 -22.17900 0.08100 14.96300  0.114
H12 -21.89200 -0.93400 13.43900  -0.571
C9 -24.23000 -1.96300 5.39400  -0.812
O7 -23.69800 -0.62000 5.45400  -0.105
C10 -22.34800 -0.45300 5.69500  0.567
O8 -21.39200 -1.47900 5.97300  -0.640
O9 -22.07800 0.83500 5.69700  -0.050
C11 -20.76300 1.30500 5.76200  -0.486
H13 -24.15600 -2.47700 6.37400  0.099
H14 -23.63400 -2.60700 4.82000  0.520
H15 -25.22300 -2.09700 5.00300  0.321
H16 -20.23900 0.88900 4.87500  0.395
H17 -20.26900 1.00300 6.62200  0.359
H18 -20.61200 2.38000 5.62000  -0.098
C12 -21.27100 0.00900 9.51700  -0.316
O10 -20.60400 -0.61500 10.51800  -0.011
C13 -19.56000 -0.02500 11.15400  0.486
O11 -19.20600 1.33200 10.89900  -0.639
O12 -18.91000 -0.81800 12.04400  -0.112
C14 -17.63000 -0.36100 12.48200  -0.888
H19 -21.44500 1.05100 9.82600  0.209
H20 -22.13100 -0.54600 9.21400  -0.580
H21 -20.73200 0.05800 8.56600  0.552
H22 -16.95100 -0.57600 11.73500  0.427
H23 -17.27200 -0.89600 13.39400  0.235
H24 -17.65400 0.67600 12.76100  0.344
C15 -23.90800 3.38000 7.78300  0.298
O13 -23.23700 4.34000 7.09200  -0.297
C16 -21.87300 4.45300 7.10600  0.588
O14 -21.14500 3.58900 7.88900  -0.449
O15 -21.32500 5.29700 6.23200  -0.372
C17 -19.84300 5.27700 5.93800  -0.744
H25 -24.89600 3.24300 7.26300  -0.515
H26 -23.98000 3.61200 8.85400  0.376
H27 -23.71200 2.36500 7.62700  0.045
H28 -19.67700 4.91800 4.96800  0.335
H29 -19.16700 4.77700 6.59400  0.338
H30 -19.53300 6.31100 5.78300  0.302
C18 -26.59400 6.43400 8.41700  -0.600
O16 -26.13600 5.67400 9.54800  -0.330
C19 -26.48800 4.40800 9.74100  0.900
O17 -27.40600 3.87300 8.88600  -0.710
O18 -25.82000 3.87400 10.75600  -0.226
C20 -26.19800 2.61800 11.28100  -0.304
H31 -27.68400 6.26000 8.30100  0.314
H32 -26.14300 6.15800 7.48100  0.237
H33 -26.40700 7.55000 8.70000  0.231
H34 -27.01700 2.01000 10.84000  0.387
H35 -26.46600 2.78100 12.29900  0.411
H36 -25.33600 2.05500 11.17700  -0.322
C21 -25.91300 -5.45800 10.13400  -0.673
O19 -25.67800 -4.59400 9.06600  -0.166
C22 -26.67000 -3.91800 8.59200  0.678
O20 -27.81300 -3.68800 9.40600  -0.658
O21 -26.39200 -3.19700 7.48700  -0.088
C23 -27.47500 -2.49400 6.82500  -0.644
H37 -26.68700 -6.21600 9.96600  0.389
H38 -26.19300 -4.77800 10.98200  0.295
H39 -24.92300 -5.89000 10.36900  0.120
H40 -27.01900 -1.89700 6.05200  0.098
H41 -28.07500 -1.73600 7.40000  0.275
H42 -28.09100 -3.28200 6.43200  0.383
C24 -24.63200 1.73700 14.41000  -0.106
O22 -24.03500 2.83000 13.75900  -0.370
C25 -23.14200 2.54300 12.80200  0.189
O23 -22.72700 1.31800 12.40400  0.438
O24 -22.68500 3.62500 12.31100  -0.289
C26 -21.36100 3.52100 11.79900  -0.686
H43 -23.96300 0.92100 14.71700  -0.266
H44 -25.22800 1.23200 13.71300  0.160
H45 -25.21400 1.99200 15.28400  0.360
H46 -20.84400 4.50800 11.99700  0.353
H47 -21.29300 3.47900 10.73500  0.194
H48 -20.56600 2.91800 12.24400  0.233
C27 -22.34900 -3.58300 8.38400  -0.343
O25 -22.02600 -3.32500 9.72600  0.202
C28 -22.20400 -4.34100 10.61600  0.426
O26 -22.61800 -5.60500 10.21400  -0.701
O27 -22.10900 -4.02400 11.94400  0.136
C29 -22.44200 -5.01700 12.94100  -0.917
H49 -22.14800 -2.65800 7.91400  -0.040
H50 -23.42700 -3.60100 8.36700  0.148
H51 -21.86400 -4.33900 7.75600  0.329
H52 -21.96600 -4.80000 13.91100  0.241
H53 -21.87800 -5.90600 12.61900  0.417
H54 -23.44600 -5.37400 13.11800  0.350
C30 -25.44400 -0.48600 9.29200  -0.303
C31 -25.56600 -0.97900 10.74500  -0.844
C32 -24.43000 -1.97600 11.19600  3.237
C33 -24.71700 -2.61700 12.53800  -0.320
N1 -24.98600 -3.12600 13.54600  -0.737
H55 -24.49300 -0.05100 9.08100  -0.072
H56 -26.27100 0.05200 8.83700  0.850
H57 -25.20900 -1.43800 8.70100  -0.394
H58 -26.39900 -1.60900 10.86600  0.551
H59 -25.53100 -0.16100 11.38100  0.151
H60 -23.47300 -1.45400 11.31100  -0.912
H61 -24.28000 -2.76200 10.40900  -1.177

Forces on the atoms, in the same order (eV/Å):
-0.87 -2.29 -0.82
1.69 -2.17 0.64
-0.38 -0.01 0.41
-1.73 0.04 -3.02
2.50 7.40 2.81
-1.28 -5.06 -0.64
-0.42 0.68 0.37
1.07 0.41 -0.38
0.11 0.89 -0.11
-0.69 0.93 0.65
-0.13 -0.43 -0.55
-0.87 -1.04 0.98
0.90 0.58 -0.36
-0.27 1.06 -0.40
1.07 0.57 2.07
-1.60 -1.18 -2.61
0.32 4.96 -2.07
8.25 -5.38 3.09
-2.58 1.56 -0.87
-2.55 -1.71 0.01
-0.04 -1.44 0.07
0.71 0.66 0.82
-0.93 0.39 -0.53
-0.33 -1.26 -1.30
-1.44 1.28 0.06
-0.47 0.38 1.54
1.11 -0.96 1.88
1.71 -0.07 0.10
3.77 -5.26 1.55
-6.23 6.26 -1.90
-2.02 -0.50 -0.05
1.86 -0.11 -2.88
-0.39 0.80 -0.20
1.24 -0.45 -1.28
-0.42 1.18 -0.06
-0.04 -0.12 0.63
0.75 -0.59 1.68
-1.23 -0.15 0.41
-0.13 2.92 -1.91
3.27 -1.77 3.43
1.64 6.81 -1.38
-2.03 -8.35 1.48
-2.17 0.68 -1.75
-0.19 0.08 2.39
-0.53 -0.33 -0.34
-0.91 -0.43 0.66
0.68 -0.03 0.27
1.47 -0.05 -1.74
-1.08 -0.06 -0.68
-0.09 0.51 -0.31
-3.08 -0.79 0.96
3.54 2.86 -2.42
3.29 -6.13 3.98
-3.82 5.02 -4.20
0.11 -0.59 0.53
-1.15 1.41 0.30
0.32 1.55 1.03
-0.12 -0.13 -0.36
2.28 -1.61 -0.01
-0.50 -1.23 -1.42
-0.37 -0.42 1.07
-0.42 0.19 0.79
-1.54 1.56 0.88
1.03 -0.67 0.97
-4.75 -1.00 -5.57
4.95 1.73 5.20
-1.22 1.11 -1.38
-1.57 -0.48 -0.22
0.64 0.23 0.10
0.58 -0.21 -0.16
-0.19 -2.19 -0.59
0.30 1.17 -0.48
0.02 0.07 0.86
1.74 -1.41 0.24
0.38 0.16 2.87
0.56 0.18 -2.92
-6.63 3.60 5.01
6.10 -1.55 -5.40
-0.11 -0.87 1.19
-0.43 0.47 0.71
0.20 0.40 -0.22
-0.09 -1.02 -0.43
-0.62 0.00 -0.29
0.34 -0.24 -0.37
0.75 -1.26 0.27
-0.61 0.10 -0.34
0.42 -1.61 0.58
0.83 -0.09 -0.29
1.26 -6.78 -0.89
-2.69 5.91 2.46
1.06 0.83 -0.08
2.87 2.97 -0.24
0.46 0.76 -0.04
-1.39 -0.63 -1.02
0.00 0.83 -0.08
-1.19 -0.40 -0.08
-0.54 -0.69 -0.77
-1.28 -1.16 0.30
-1.16 0.57 -1.04
1.20 -1.96 3.58
-3.06 -6.47 -1.46
2.57 7.41 2.23
-0.51 0.99 -2.10
2.32 -2.22 -0.17
0.68 1.04 -0.60
-0.51 -0.94 -0.38
0.03 -0.34 1.10
-0.28 0.89 -0.62
-0.35 0.01 0.08
-0.63 0.89 -0.67
1.13 -3.24 -0.60
1.58 -1.37 -1.12
0.15 0.14 -0.05
-0.39 -0.06 -0.35
0.44 0.75 -1.15
0.61 1.38 0.32
-0.07 0.01 0.33
-1.09 0.96 0.29
-1.79 -0.07 0.10
-0.35 1.39 1.56
-0.04 -0.09 -0.09
-0.30 0.54 0.90

Summary:
ΔE to the lowest compared entry with this formula, charge and spin	4.232	eV
E_HOMO	-9.93	eV
SMILES	C[C@H]1COC(=O)O1.C[C@H]1COC(=O)O1.COC(=O)OC.COC(=O)OC.COC(=O)OC.COC(=O)OC.COC(=O)OC.COC(=O)OC.COC(=O)OC.CCCC#N
LUMO level	0.0036	Eh

***

C33H62ClIO9S | wB97M-V/def2-TZVPD

Each line ends with the Mulliken charge.
Atoms and positions in Å:
C1 -2.26458 -0.83934 1.70278  -1.139
C2 -1.84478 -0.89024 0.21227  -0.368
S1 -0.59169 0.38442 -0.19290  -0.039
C3 -0.56401 0.30637 -2.03011  -1.420
C4 0.86053 0.04726 -2.58083  1.204
C5 1.29603 -1.40158 -2.14294  -1.477
C6 2.80266 -1.69330 -2.29842  -1.140
C7 3.72096 -1.25328 -1.13022  -0.767
C8 3.09151 -1.29786 0.27527  0.972
C9 4.00613 -0.55268 1.31160  -1.332
C10 3.43219 0.82618 1.73699  -0.015
C11 4.47315 1.96653 1.64866  -0.658
C12 4.00770 3.24681 2.36757  -0.714
O1 2.61113 3.50230 2.16900  -0.150
C13 2.20807 4.62883 2.78891  0.715
C14 0.87526 4.61995 3.53751  -0.955
O2 2.81057 5.62849 2.76034  -0.518
C15 0.86047 0.08037 -4.12123  -1.620
C16 0.05432 1.26716 -4.74136  -0.598
C17 -1.42365 0.87070 -5.05885  -0.424
I1 0.95570 1.98971 -6.56767  0.034
O3 1.74208 0.99653 -1.89803  -0.317
C18 2.49650 1.79946 -2.68084  0.850
O4 2.16373 2.87827 -2.88609  -0.398
Cl1 4.04009 1.29588 -3.38808  -0.175
H1 -3.35170 -1.00089 1.73386  0.362
H2 -1.84281 -1.67657 2.26982  0.243
H3 -2.04695 0.12676 2.16882  0.279
H4 -1.47832 -1.89750 -0.02794  0.401
H5 -2.73632 -0.73222 -0.40900  0.319
H6 -0.94445 1.28215 -2.34467  0.414
H7 -1.18009 -0.52272 -2.39734  0.575
H8 0.88861 -1.66994 -1.16589  0.237
H9 0.78188 -2.06826 -2.85583  0.618
H10 2.89835 -2.78571 -2.37041  0.487
H11 3.11033 -1.30984 -3.27935  0.385
H12 4.56080 -1.97017 -1.10845  0.462
H13 4.18261 -0.26712 -1.25512  0.163
H14 2.85972 -2.31721 0.61314  -0.028
H15 2.13864 -0.75202 0.29795  -0.411
H16 4.98828 -0.37611 0.84950  0.524
H17 4.10684 -1.21097 2.18234  0.395
H18 2.55168 1.13517 1.16288  0.168
H19 3.15384 0.76570 2.80236  0.283
H20 4.66680 2.22413 0.59654  0.206
H21 5.41887 1.66910 2.12165  0.296
H22 4.28005 3.17282 3.43287  0.408
H23 4.58428 4.09107 1.96715  0.343
H24 0.18115 3.86003 3.16218  0.204
H25 1.03419 4.45613 4.60918  0.313
H26 0.44679 5.61842 3.41126  0.266
H27 0.30881 -0.81344 -4.44180  0.600
H28 1.84666 -0.03069 -4.58488  0.875
H29 -0.00206 2.09462 -4.02959  0.561
H30 -1.76444 1.42207 -5.93719  0.444
H31 -2.01903 1.23469 -4.20275  -0.056
H32 -1.57475 -0.21327 -5.12045  0.226
C19 -2.21034 4.36316 0.64156  -0.549
C20 -3.36416 5.15120 1.20412  0.898
C21 -3.17589 6.64128 1.34771  -1.227
O5 -4.40033 4.61175 1.52863  -0.608
H33 -2.47994 3.30892 0.59377  0.109
H34 -1.97705 4.71148 -0.36639  0.370
H35 -1.33675 4.47239 1.28364  0.004
H36 -2.98318 7.08862 0.37123  0.367
H37 -2.34212 6.84833 2.02082  0.298
H38 -4.08083 7.08193 1.76357  0.320
C22 0.37944 -5.37311 1.05310  -1.101
C23 1.36264 -5.16307 -0.07358  0.719
C24 2.39541 -6.23839 -0.29473  -1.064
O6 1.32050 -4.17132 -0.76781  -0.358
H39 -0.30385 -4.52609 1.09924  0.152
H40 -0.19858 -6.28239 0.87909  0.387
H41 0.91139 -5.44798 2.00314  0.326
H42 1.90684 -7.18459 -0.52803  0.293
H43 3.01460 -6.35019 0.59712  0.380
H44 3.03365 -5.96072 -1.13115  0.265
C25 -6.15899 2.56230 5.31722  -1.054
C26 -5.11079 3.64374 5.41842  0.832
C27 -5.41338 4.95662 4.74292  -0.900
O7 -4.07324 3.46240 6.01541  -0.569
H45 -5.81371 1.67461 5.84477  0.296
H46 -7.09091 2.90207 5.77242  0.318
H47 -6.32941 2.30624 4.27012  0.289
H48 -6.31283 5.40047 5.17445  0.386
H49 -5.55067 4.79962 3.67171  0.171
H50 -4.57850 5.63962 4.89343  0.246
C28 -5.17529 3.85712 -4.16439  -1.221
C29 -4.44647 2.86429 -3.29502  0.786
C30 -5.19129 2.30841 -2.10740  -0.814
O8 -3.30822 2.52690 -3.54017  -0.542
H51 -4.52328 4.17254 -4.97724  0.299
H52 -6.06869 3.39584 -4.58849  0.352
H53 -5.45400 4.73312 -3.57638  0.334
H54 -6.08554 1.77976 -2.44218  0.377
H55 -5.47063 3.11706 -1.42957  0.311
H56 -4.54908 1.60959 -1.57309  0.005
C31 2.93391 -10.22843 0.84064  -0.935
C32 3.91596 -10.01548 -0.28655  0.870
C33 4.95022 -11.09128 -0.50906  -1.174
O9 3.87554 -9.02533 -0.98105  -0.510
H57 2.24973 -9.38273 0.88866  0.154
H58 2.35686 -11.13798 0.66601  0.330
H59 3.46637 -10.30420 1.79018  0.319
H60 4.45974 -12.03800 -0.74174  0.324
H61 5.56927 -11.20415 0.38259  0.328
H62 5.58752 -10.81110 -1.34580  0.302

Forces on the atoms, in the same order (eV/Å):
-0.40 -0.31 -0.49
-0.20 -0.17 0.01
-0.36 -0.40 -0.04
0.68 0.21 0.28
-0.17 -1.90 0.76
-0.15 0.31 -0.96
-0.40 -0.30 0.45
0.08 -0.53 0.21
0.07 0.79 0.35
-0.71 -0.14 -0.65
0.81 0.17 0.64
-0.85 0.27 -0.07
1.46 -0.03 -0.66
-0.17 -0.83 0.83
-2.34 -1.28 0.41
-0.19 -0.53 -0.62
2.27 2.64 -0.07
-0.67 0.64 -0.57
-0.62 -0.73 0.11
0.37 0.65 0.97
0.17 -0.02 0.32
1.04 -0.62 -0.84
-0.08 -2.19 0.81
-0.82 4.06 -0.87
-0.14 -0.54 0.31
0.24 0.20 0.14
0.25 0.44 -0.01
0.04 -0.25 0.00
0.13 0.29 -0.04
0.30 0.15 0.04
-0.06 -0.36 -0.20
-0.16 0.34 0.19
0.32 0.24 -0.03
0.07 0.10 0.29
-0.13 0.24 0.01
0.29 0.03 0.34
-0.06 0.33 -0.08
-0.33 -0.13 -0.17
0.20 0.12 -0.27
0.12 -0.26 -0.23
-0.07 -0.31 0.27
0.31 0.33 -0.06
0.10 -0.31 0.10
-0.29 0.03 -0.33
0.06 -0.26 0.18
-0.14 0.04 -0.20
-0.63 0.04 -0.10
-0.18 -0.10 0.16
0.17 0.08 0.14
0.13 -0.07 -0.25
0.05 -0.22 0.07
0.25 0.08 0.22
-0.03 0.20 0.45
0.45 0.16 -0.49
-0.18 -0.42 0.08
0.25 -0.47 -0.69
0.17 0.23 -0.44
-0.30 -0.26 0.00
-0.05 -0.08 0.03
-0.32 -0.02 0.13
0.01 0.04 -0.06
0.04 0.02 0.00
0.18 0.08 0.07
0.13 0.12 -0.12
0.19 0.01 0.05
0.10 0.04 -0.16
0.02 -0.03 -0.01
-0.12 0.28 -0.09
0.09 0.09 -0.10
-0.03 0.31 -0.19
-0.09 -0.12 0.08
0.03 -0.02 -0.01
0.10 -0.08 0.13
-0.03 -0.18 -0.01
0.10 -0.07 0.15
-0.09 -0.18 0.03
-0.02 -0.04 0.02
0.18 -0.18 0.15
0.19 0.04 0.09
0.19 0.06 0.08
-0.09 -0.02 -0.06
0.01 0.04 -0.01
-0.07 0.02 -0.17
-0.15 0.11 0.01
-0.08 -0.06 -0.13
-0.15 0.04 0.02
-0.01 -0.04 0.01
0.29 0.00 -0.17
0.09 -0.07 0.04
0.27 -0.15 0.02
-0.38 0.41 0.27
0.00 -0.02 0.03
-0.10 0.10 0.13
-0.18 -0.07 0.01
-0.10 0.15 0.06
-0.16 -0.02 -0.04
0.00 0.04 -0.02
-0.10 0.25 -0.10
0.03 0.13 -0.12
0.08 0.18 -0.21
-0.02 -0.11 0.08
0.03 -0.02 -0.01
0.10 -0.08 0.13
-0.04 -0.18 -0.01
0.04 -0.05 0.18
-0.10 -0.16 0.03
-0.03 0.01 0.02

Summary:
E_HOMO	-8.38	eV
SMILES	CCSC[C@@](CCCCCCCCOC(C)=O)(C[C@H](C)I)OC(=O)Cl.CC(C)=O.CC(C)=O.CC(C)=O.CC(C)=O.CC(C)=O
LUMO level	0.0161	Eh

***

| no. | calculated total energy (hartree) |
| --- | --- |
| 1 | -3379.829356 |
| 2 | -3127.791646 |